# 1
13
Properties=species:S:1:pos:R:3:forces:R:3 method="wB97M-V/def2-TZVPD" homo_lumo_gap_ev="7.57 / 7.57" spin_multiplicity=1 total_charge=+1 de_lowest_ev=7.805 energy_ha=-302.7532
C -0.519029 0.054254 0.071280 -2.0 -3.0 -0.3
C 1.638540 1.195838 -0.017317 0.1 0.2 0.1
C 0.890904 -0.129943 0.184039 1.5 0.1 0.1
N -1.581328 0.586856 -0.000135 0.1 -0.4 0.0
N -1.497552 -1.967873 -0.084380 1.8 1.7 0.4
O -2.642241 1.044605 -0.070036 -0.6 0.6 0.0
H 1.401092 1.646968 -0.978511 0.0 0.0 0.0
H 2.707021 0.993331 0.012409 0.0 0.0 0.0
H 1.403107 1.908179 0.769793 0.0 0.0 0.0
H 1.215561 -0.853391 -0.573551 -0.2 0.0 0.1
H 1.117609 -0.564520 1.166427 -0.2 0.0 -0.2
H -1.846526 -1.973797 -1.044247 -0.3 0.4 -0.2
H -2.287157 -1.940504 0.564235 -0.3 0.4 0.0

---

# 2
13
Properties=species:S:1:pos:R:3:forces:R:3 method="wB97M-V/def2-TZVPD" smiles="C=[N+]=C(N)OC" homo_lumo_gap_ev=11.49 spin_multiplicity=1 total_charge=+1 de_lowest_ev=2.474 energy_ha=-302.9491
C -1.600198 -1.119722 -1.533506 -0.8 0.4 0.5
N -1.122756 0.011772 -1.236732 0.3 0.1 0.8
C -0.103484 0.210161 -0.368492 0.9 1.0 0.8
N 1.062286 0.568367 -0.965333 -1.7 0.3 0.5
O -0.270761 0.176058 0.947218 -1.0 -0.3 -3.6
C 0.587095 0.607944 2.051547 0.5 -3.8 0.2
H -2.402236 -1.120049 -2.264645 0.1 -0.3 -0.1
H -1.333840 -2.017152 -0.977066 0.1 -0.2 -0.3
H 1.160654 0.895119 -1.917805 -0.8 -0.3 0.0
H 1.862330 0.145395 -0.626436 2.1 -0.5 1.2
H 1.592653 0.887173 1.664030 -1.0 0.5 0.7
H 0.641742 -0.462318 2.560433 0.5 2.5 -0.4
H -0.073484 1.217252 2.666788 0.7 0.5 -0.2

---

# 3
13
Properties=species:S:1:pos:R:3:forces:R:3 method="wB97M-V/def2-TZVPD" smiles="ON1C=[NH+]CC1" homo_lumo_gap_ev=11.05 spin_multiplicity=1 total_charge=+1 de_lowest_ev=3.110 energy_ha=-302.9257
O 1.695277 -0.252331 -1.556455 -0.9 -0.2 1.1
N 0.549672 -0.369368 -0.752030 0.3 1.9 0.9
C 0.552561 -1.018005 0.387586 1.9 -2.8 0.5
N -0.229018 -0.550490 1.335672 -0.6 -0.3 -1.8
C -0.919032 0.716381 0.846924 1.0 -1.2 -0.4
C -0.378524 0.819662 -0.573685 3.0 1.9 0.0
H 1.472081 -0.784120 -2.321022 0.1 -0.2 -0.7
H 1.181598 -1.992987 0.528266 -1.2 2.1 -0.2
H -0.572597 -1.228840 1.990591 -0.3 0.2 0.7
H -0.434869 1.432660 1.498625 -1.1 0.7 0.0
H -2.000524 0.681872 0.679538 0.2 -0.1 1.4
H -1.024750 0.683775 -1.363771 -2.1 0.1 -1.3
H 0.108123 1.861789 -0.700240 -0.2 -2.0 -0.1

---

# 4
13
Properties=species:S:1:pos:R:3:forces:R:3 method="wB97M-V/def2-TZVPD" homo_lumo_gap_ev="8.96 / 5.15" spin_multiplicity=2 total_charge=+2 de_lowest_ev=1.172 energy_ha=-302.4696 s_squared=0.761
C -1.441186 1.171436 -0.047356 2.7 3.4 1.4
C -1.963500 -0.083296 -0.331833 1.3 -2.3 -0.4
N -0.884716 -0.952882 -0.545623 -1.9 2.9 0.5
C 0.192102 -0.194655 -0.577002 2.4 1.2 -1.4
N -0.063983 1.092780 -0.147895 -3.5 -2.7 -0.1
H -1.853023 2.160177 0.294963 -0.2 -1.3 -0.5
H -2.938821 -0.443967 -0.512106 -1.2 -0.1 0.2
H -1.008269 -1.900521 -0.820354 0.2 -1.2 -0.6
H 1.029393 -0.266319 -1.305114 0.1 -1.0 1.2
H 0.654300 1.655545 0.268408 0.6 1.0 -0.1
H 2.724179 -1.379560 0.862744 0.7 -3.1 -0.9
H 3.031271 -0.354958 1.830420 0.0 0.6 0.5
O 2.522252 -0.503781 1.030748 -1.1 2.5 0.1

---

# 5
14
Properties=species:S:1:pos:R:3:forces:R:3 method="wB97M-V/def2-TZVPD" smiles=NN([O-])C[C@H]1CO1 homo_lumo_gap_ev=5.81 spin_multiplicity=1 total_charge=-1 de_lowest_ev=6.453 energy_ha=-378.3410
N 1.939715 -0.687323 0.424940 -0.5 0.6 2.8
N 1.507483 0.147299 -0.657186 1.2 0.4 0.8
O 1.429163 1.474556 -0.211060 -0.3 -0.4 -0.2
C 0.191987 -0.297862 -1.049094 0.6 -0.1 -2.6
C -0.882223 -0.367750 0.011904 0.0 -0.9 -0.4
C -1.704837 0.694646 0.622149 0.3 0.3 3.5
O -2.245245 -0.116350 -0.328452 -1.3 -0.3 -2.1
H 2.715325 -0.142606 0.904407 -1.0 -0.7 -1.3
H 1.182780 -0.534175 1.200430 1.3 -0.3 -1.1
H 0.220321 -1.337275 -1.492820 0.4 0.6 0.7
H 0.171029 0.301953 -2.003354 -1.6 0.0 1.2
H -0.819951 -1.409446 0.414496 -0.1 1.2 0.7
H -2.135098 0.496012 1.678184 0.8 0.2 -1.4
H -1.570451 1.778317 0.485458 0.2 -0.7 -0.6

---

# 6
14
Properties=species:S:1:pos:R:3:forces:R:3 method="wB97M-V/def2-TZVPD" homo_lumo_gap_ev="8.15 / 8.15" spin_multiplicity=1 total_charge=+1 de_lowest_ev=4.663 energy_ha=-378.0825
C -1.392341 0.199716 -0.278677 4.4 -0.2 -0.9
C -0.493738 -1.010191 -0.688716 -1.0 1.3 -1.6
C 0.680028 -0.093669 0.948880 1.5 0.1 -3.3
N 2.208618 0.368102 -0.314630 -1.5 0.1 1.2
N -0.296154 0.964416 0.456348 2.7 -1.2 -1.6
O 3.059527 -0.382106 -0.280114 0.0 -0.2 0.1
O 0.239091 -1.299838 0.475409 0.2 0.7 0.5
H -1.625035 0.894394 -1.016810 -1.2 0.5 -1.6
H -2.147021 -0.161690 0.298735 -2.1 -0.2 2.1
H -1.096710 -1.847880 -0.955146 -0.2 -0.7 -0.1
H 0.067942 -0.675508 -1.605572 0.2 -0.6 1.1
H 1.061531 -0.020520 1.935725 -0.1 -0.1 0.9
H 0.322253 1.602360 -0.201211 -1.8 -1.2 1.2
H -0.587997 1.462416 1.225774 -1.1 1.9 2.1

---

# 7
14
Properties=species:S:1:pos:R:3:forces:R:3 method="wB97M-V/def2-TZVPD" smiles="O=N[C@H]1[NH2+]CCO1" homo_lumo_gap_ev="9.04 / 9.04" spin_multiplicity=1 total_charge=+1 de_lowest_ev=5.500 energy_ha=-378.0517
O -1.420999 0.604844 -1.685523 0.5 -0.3 0.1
N -1.068255 -0.540226 -1.745916 -1.3 -0.1 -1.1
C 0.131494 -0.823725 -1.037311 0.6 -1.5 4.1
N 0.870142 0.380012 -0.544921 -0.8 1.8 0.3
C 0.548425 0.543703 0.897528 0.2 -3.9 4.1
C -0.812013 -0.212192 1.086946 1.1 3.4 -3.7
O -0.614778 -1.390716 0.412850 1.6 0.7 -5.1
H 0.909943 -1.575966 -1.323656 -1.6 0.3 -0.3
H 0.557393 1.302957 -0.922724 -0.5 -1.0 -0.6
H 1.851321 0.366516 -0.800740 0.4 -0.5 0.4
H 0.394334 1.519000 1.311887 0.9 0.9 -0.4
H 1.199591 -0.193734 1.571419 -0.5 2.3 -1.7
H -0.971789 -0.546932 2.015246 -0.7 -0.5 4.0
H -1.574809 0.566458 0.764915 -0.1 -1.6 0.0

---

# 8
14
Properties=species:S:1:pos:R:3:forces:R:3 method="wB97M-V/def2-TZVPD" homo_lumo_gap_ev=8.88 spin_multiplicity=1 total_charge=+1 de_lowest_ev=4.789 energy_ha=-701.0487
C -1.147207 -0.830102 -1.217792 2.7 1.8 -1.0
C -1.532022 -0.459503 0.977630 -1.4 -0.2 1.8
C 0.576102 0.059827 0.056292 0.0 -1.6 -5.5
N -1.895416 -0.941581 -0.282826 -0.1 -0.4 0.1
N 1.111951 1.430555 -0.418370 1.0 0.8 0.8
O -0.211781 0.225956 1.006067 -1.7 0.3 2.9
S 2.068504 -0.968342 -0.172766 0.5 0.2 -0.2
H -1.164389 -0.871800 -2.341986 -0.1 -0.5 1.4
H -2.350869 0.236396 1.255926 1.0 0.1 0.2
H -1.431826 -1.218770 1.772667 -0.3 0.0 -0.7
H 2.034809 1.504241 0.061332 -0.1 0.0 -0.7
H 0.583573 2.178394 0.051322 -0.4 -0.2 -0.5
H 1.250396 1.652772 -1.430974 -0.4 -0.6 0.9
H 2.108180 -1.998039 0.683480 -0.7 0.2 0.4

---

# 9
13
Properties=species:S:1:pos:R:3:forces:R:3 method="wB97M-V/def2-TZVPD" smiles="[H]/N=C/CC/N=P/[H]" homo_lumo_gap_ev=8.48 spin_multiplicity=1 de_lowest_ev=0.912 energy_ha=-569.2580
H -0.712172 -2.893260 0.245680 -1.1 0.0 -0.6
N -1.008836 -2.034488 -0.273456 1.1 -3.0 1.5
C -1.157418 -1.132891 0.579572 0.1 3.8 -2.4
C -0.990283 0.236106 -0.097657 -2.4 1.4 -0.8
C 0.205950 0.959787 0.577806 -2.7 1.6 0.9
N 1.087840 -0.073961 0.788881 3.6 -1.8 -0.6
P 2.463281 -0.294954 -0.040318 -2.1 1.1 0.7
H 2.634938 -1.611443 0.362997 0.4 -0.7 0.4
H -1.216139 -0.951004 1.631589 0.0 -1.4 1.1
H -0.668525 0.046754 -1.110110 0.2 -0.4 -0.3
H -1.982897 0.857468 -0.308633 2.0 -0.9 1.2
H 0.518839 1.748064 -0.114887 0.1 0.4 0.4
H -0.183496 1.338140 1.596729 0.8 -0.1 -1.5

---

# 10
13
Properties=species:S:1:pos:R:3:forces:R:3 method="wB97M-V/def2-TZVPD" smiles="PN1CCC=N1" homo_lumo_gap_ev=9.03 spin_multiplicity=1 de_lowest_ev=0.237 energy_ha=-569.2828
P 2.067760 -0.863805 1.150711 0.3 2.6 -1.4
N 0.485042 -0.323217 0.623040 2.5 -0.8 1.5
C 0.100219 0.729793 -0.287466 0.4 1.7 1.7
C -1.224729 0.353336 -0.716905 -2.1 -3.0 -3.7
C -1.509694 -0.912374 0.111568 2.0 0.4 1.4
N -0.482353 -1.276298 0.847913 -2.4 1.5 -2.3
H 2.547226 0.386826 1.856575 -0.5 -1.2 -0.7
H 2.767859 -0.391603 -0.120346 -0.5 -0.7 1.4
H 0.735503 0.887655 -1.098989 1.6 -0.2 -1.2
H -0.018926 1.756864 0.127578 0.6 -0.6 0.7
H -1.890114 1.200258 -0.726850 -0.7 -0.2 0.3
H -1.202014 -0.032304 -1.863638 -0.2 0.8 2.3
H -2.375780 -1.515131 0.096810 -0.8 -0.4 0.0

---

# 11
13
Properties=species:S:1:pos:R:3:forces:R:3 method="wB97M-V/def2-TZVPD" homo_lumo_gap_ev=8.91 spin_multiplicity=1 de_lowest_ev=2.002 energy_ha=-569.2180
C 0.845614 0.152605 -2.400640 -0.9 0.5 0.0
C -0.721435 0.136150 0.341712 1.8 0.0 -3.7
C 0.662602 -0.384500 0.869826 -1.3 -0.1 1.0
N 0.412236 1.137158 -1.947474 -0.5 -0.1 0.0
N -0.240562 2.063748 -1.502529 0.5 0.9 -1.1
P -0.822039 2.032791 0.080840 -0.9 -1.4 0.6
H -1.339086 0.012101 1.124223 -2.7 -0.7 2.4
H 1.607075 -0.240957 -2.961122 1.6 -0.9 -0.7
H -1.097941 -0.478486 -0.603048 0.6 1.4 2.1
H 0.377758 -0.937951 1.874434 1.4 1.0 -2.0
H 1.344594 0.460629 0.988253 -0.1 0.0 0.7
H 1.207158 -1.002831 0.158264 -0.4 -0.5 0.1
H -2.236249 2.081040 -0.330800 0.8 -0.1 0.4

---

# 12
13
Properties=species:S:1:pos:R:3:forces:R:3 method="wB97M-V/def2-TZVPD" homo_lumo_gap_ev="6.86 / 6.82" spin_multiplicity=1 total_charge=+1 de_lowest_ev=3.440 energy_ha=-625.8458
C -1.119347 -1.016388 0.556487 3.0 2.6 0.1
C 0.342848 0.744376 0.928315 -2.0 0.5 -3.2
C 0.861946 -0.118028 -0.158162 -0.8 0.4 -3.0
N -0.992321 0.113285 1.214895 2.6 0.0 -2.3
N -0.048042 -1.264371 -0.214046 0.8 1.9 1.0
S 0.211794 1.314220 -2.416370 0.1 -1.0 2.0
H -1.925046 -1.627487 0.605900 -2.3 -1.9 0.2
H 0.890710 0.635692 1.784887 1.8 0.2 2.3
H 0.322388 1.789209 0.466745 -0.3 -1.1 1.3
H 1.882169 0.109831 -0.577196 -1.2 -1.5 0.5
H -1.479779 0.589647 1.899149 -2.1 0.2 1.5
H -0.040345 -2.066866 -0.810858 0.4 -0.2 -0.5
H 1.093024 0.796880 -3.279747 0.2 -0.2 0.1

---

# 13
13
Properties=species:S:1:pos:R:3:forces:R:3 method="wB97M-V/def2-TZVPD" homo_lumo_gap_ev=9.40 spin_multiplicity=1 total_charge=+1 de_lowest_ev=2.517 energy_ha=-625.8797
C 0.032903 1.269981 -0.699369 0.1 -0.8 1.1
C 1.047672 0.921163 0.429658 0.6 0.6 -1.3
C -1.407880 -0.673411 -0.431471 -0.3 3.4 2.4
N -0.887848 0.451998 -0.883236 -1.0 -2.1 -0.7
N 0.683218 -0.275105 1.082157 0.6 -2.1 1.4
S -1.650779 -2.199728 -1.014231 0.3 -1.4 -0.3
H 0.019555 2.138802 -1.337545 0.4 0.5 0.2
H 1.904551 0.624146 -0.115038 1.3 0.1 -0.9
H 1.382655 1.883210 0.896557 -0.8 -0.9 0.4
H -2.018102 -0.468657 0.521009 0.4 -0.4 -1.7
H 1.384188 -1.026012 1.404358 -1.1 2.2 -1.1
H -0.015259 -0.233477 1.786765 -0.4 0.4 0.7
H -0.474874 -2.412911 -1.639613 -0.2 0.3 -0.3

---

# 14
13
Properties=species:S:1:pos:R:3:forces:R:3 method="wB97M-V/def2-TZVPD" homo_lumo_gap_ev=9.51 spin_multiplicity=1 de_lowest_ev=2.520 energy_ha=-282.6817
N -2.013369 -0.430531 -0.094365 -0.3 0.1 -0.1
C -0.876838 0.485887 -0.032506 0.1 0.0 0.1
C 0.405039 -0.131132 0.433100 -0.2 -0.3 0.0
N 0.393339 -1.426345 0.480389 -0.1 0.1 0.0
C 2.722632 1.250075 -0.291171 1.0 0.5 -0.2
N 3.664511 1.774104 -0.717956 -0.9 -0.5 0.3
H -2.750238 -0.129321 0.531213 0.0 -0.1 -0.1
H -2.404693 -0.484691 -1.025519 0.0 0.0 0.1
H -1.069985 1.372928 0.585002 0.0 -0.2 -0.1
H -0.624492 0.895299 -1.024364 -0.1 -0.1 0.2
H 1.772004 0.704913 0.175017 0.6 0.3 -0.3
H -0.463085 -1.950868 0.284509 0.0 0.0 0.0
H 1.245169 -1.930324 0.696649 -0.2 0.0 0.0

---

# 15
13
Properties=species:S:1:pos:R:3:forces:R:3 method="wB97M-V/def2-TZVPD" homo_lumo_gap_ev=9.70 spin_multiplicity=1 de_lowest_ev=1.735 energy_ha=-282.7105
H 0.254231 -0.333891 2.351350 0.6 -0.4 -1.8
N 0.516731 -0.476992 1.328569 -0.4 0.4 1.0
C -0.399722 0.082664 0.625010 -0.2 0.5 0.8
C -1.581004 0.716813 1.296485 -1.1 -2.9 0.0
N -0.457815 0.110999 -0.742526 -0.4 1.0 -0.3
N 0.515933 -0.138237 -1.631889 0.8 -1.1 -0.8
C 1.671519 -0.481385 -1.250090 0.8 0.5 1.0
H -2.489630 0.080287 1.103810 0.7 0.5 0.1
H -1.376598 0.595419 2.340950 -0.2 0.6 0.6
H -1.840888 1.681607 1.012603 -0.1 1.9 -0.5
H -1.075664 0.729427 -1.258365 -0.6 -0.3 1.1
H 2.034504 -0.402842 -0.192486 -0.5 -0.6 -1.2
H 2.325347 -0.728951 -2.065373 0.5 0.0 -0.1

---

# 16
13
Properties=species:S:1:pos:R:3:forces:R:3 method="wB97M-V/def2-TZVPD" homo_lumo_gap_ev=7.85 spin_multiplicity=1 de_lowest_ev=3.096 energy_ha=-282.6605
C 0.417340 1.509485 0.839213 0.1 -0.4 -0.1
N -0.680663 0.990700 0.118816 0.0 -0.2 0.0
C -0.433536 -0.254858 -0.343045 -0.1 0.3 0.1
N -1.318572 -0.954222 -1.119465 0.1 0.0 0.1
N 1.529256 -1.664071 -0.283003 -0.2 0.2 0.1
C 0.706928 -0.852933 0.259955 0.1 -0.2 -0.2
H -1.631624 1.288218 0.300904 0.1 0.0 -0.1
H -2.047265 -0.442136 -1.588523 0.1 0.0 0.0
H -0.897378 -1.691167 -1.667884 0.0 0.1 0.1
H 2.105914 -2.124255 0.424103 -0.1 0.1 -0.1
H 1.215421 1.908364 0.222342 -0.1 0.0 0.0
H 0.149363 2.142021 1.679561 0.0 0.0 0.0
H 0.884816 0.144854 1.157025 -0.1 0.3 0.1

---

# 17
13
Properties=species:S:1:pos:R:3:forces:R:3 method="wB97M-V/def2-TZVPD" smiles="N=C1NCCN1" homo_lumo_gap_ev=9.79 spin_multiplicity=1 de_lowest_ev=2.274 energy_ha=-282.6907
N 0.015047 -1.547035 -1.904432 -0.2 1.6 2.2
C -0.142332 -0.606345 -0.956934 1.4 -3.9 1.2
N -0.265505 -0.995744 0.452555 0.8 4.1 -0.4
C 0.385949 0.224353 1.222105 -5.3 -2.4 3.3
C -0.324016 1.293952 0.468294 0.5 1.1 -3.0
N 0.015261 0.778691 -0.867967 -1.5 -1.0 -5.4
H 0.134468 -2.574767 -1.514293 -0.7 3.0 -0.5
H 0.272757 -1.785822 0.518281 1.4 -2.5 0.7
H 0.149380 0.098466 2.391306 -0.1 0.4 -2.6
H 1.379133 0.406084 1.251474 3.5 -0.2 -0.9
H -1.439635 1.201551 0.433173 0.8 1.0 1.3
H 0.259798 2.268122 0.238930 -1.7 -0.8 2.1
H -0.440306 1.238493 -1.732491 1.2 -0.5 2.0

---

# 18
13
Properties=species:S:1:pos:R:3:forces:R:3 method="wB97M-V/def2-TZVPD" homo_lumo_gap_ev=9.41 spin_multiplicity=1 de_lowest_ev=3.737 energy_ha=-282.6369
N -0.191167 0.432670 0.212165 0.0 1.4 1.7
N 0.266800 1.133403 -0.945313 -0.2 0.0 0.6
C -2.065203 -0.125078 0.021219 -2.5 0.8 1.6
C 0.665575 -0.595532 0.657422 -0.4 0.4 0.0
C 1.646799 -1.142016 -0.048318 -0.1 -0.2 -0.1
N -2.607659 0.516389 0.859619 0.1 -1.4 -1.7
H 1.110203 1.660237 -0.717010 -0.1 0.0 0.0
H -0.460857 1.797908 -1.193653 0.1 -0.1 0.0
H -0.818907 0.970215 1.011542 2.7 -1.1 -2.2
H -1.961632 -0.852925 -0.763265 0.1 0.0 0.0
H 0.369498 -0.974501 1.628682 0.0 0.0 0.0
H 2.154418 -2.020503 0.315848 0.1 0.0 0.2
H 1.892134 -0.800268 -1.038938 0.1 0.1 -0.1

---

# 19
13
Properties=species:S:1:pos:R:3:forces:R:3 method="wB97M-V/def2-TZVPD" homo_lumo_gap_ev=9.67 spin_multiplicity=1 de_lowest_ev=3.236 energy_ha=-282.6553
N -0.352193 1.381710 1.354751 0.1 0.0 -0.1
C 0.193688 0.024857 1.211440 0.2 -0.5 0.2
C -0.579362 -0.759982 0.174917 -0.1 -0.6 0.4
N 0.192420 -0.051362 -2.002769 0.4 0.1 -0.8
C 0.011882 -1.057262 -1.057715 -0.2 0.8 0.0
N 0.241613 -2.244465 -0.753276 -0.8 1.5 1.0
H 0.064984 1.829533 2.168871 -0.2 -0.2 -0.2
H -0.116875 1.961349 0.553303 -0.1 -0.2 0.0
H 0.049603 -0.481552 2.165528 0.2 0.1 0.2
H 1.267453 0.000203 0.965083 -0.2 -0.1 0.0
H -1.664869 -0.663986 0.219639 0.1 -0.8 0.2
H 1.145084 0.159552 -2.227490 0.3 -0.2 -0.6
H -0.453427 -0.098596 -2.772282 0.2 0.1 -0.4

---

# 20
14
Properties=species:S:1:pos:R:3:forces:R:3 method="wB97M-V/def2-TZVPD" smiles="[H]/N=C/NC(=O)NC" homo_lumo_gap_ev=10.41 spin_multiplicity=1 de_lowest_ev=0.114 energy_ha=-358.0457
H -4.069261 -0.559233 -0.718032 0.0 0.0 0.1
N -3.330099 -0.480524 -0.023789 0.2 0.1 -0.2
C -2.250132 -0.114056 -0.581991 -0.1 0.0 0.0
N -1.104478 0.060628 0.175829 -0.1 -0.1 0.0
C 0.151670 0.175132 -0.418166 0.1 0.0 -0.1
O 0.292488 0.266009 -1.626228 0.0 0.0 0.4
N 1.185683 0.163431 0.472401 -0.1 0.0 0.0
C 2.561318 0.120313 0.026713 0.2 0.0 -0.1
H -2.082856 0.094042 -1.640634 -0.1 -0.1 0.1
H -1.198383 -0.187458 1.151613 0.1 0.0 -0.1
H 0.993809 0.158032 1.461135 0.0 0.0 -0.2
H 2.549578 -0.046643 -1.051253 0.0 0.0 0.2
H 3.092349 -0.705563 0.511613 -0.1 0.1 -0.1
H 3.090922 1.057283 0.231256 -0.1 -0.1 0.0